Here is a structure of composition C22H21N4RuS5 at a distorted geometry from OMol25. Energies are from ωB97M-V/def2-TZVPD.

Geometry (Å):
H: 2.664 -2.053 1.288
S: -5.732 4.288 -2.391
C: 2.239 -0.231 -1.365
S: -4.937 1.883 -3.956
H: 0.519 -2.137 -1.530
H: 1.591 -0.391 -2.241
S: -1.453 0.344 -1.934
H: 1.637 -3.084 -0.529
H: 1.995 5.029 -0.456
C: 0.293 1.183 2.919
H: -4.340 -2.186 -3.278
N: 1.166 1.788 -0.519
C: -3.628 0.816 -3.517
H: 0.183 3.444 0.211
C: -0.177 -2.451 0.456
C: 2.263 1.265 -1.096
N: -0.907 -1.374 0.796
Ru: -0.196 0.400 0.092
C: -0.508 -3.708 0.940
H: -0.628 1.713 2.679
S: -3.427 2.587 -1.544
C: 2.592 -0.198 3.354
C: -2.332 -2.716 2.144
S: -3.356 -0.499 -4.644
H: 2.529 0.574 5.360
C: 2.096 3.973 -0.649
C: 3.229 3.453 -1.261
H: 3.506 -0.754 3.499
C: 2.522 -1.017 0.959
H: -2.470 -0.575 1.875
C: -1.600 -3.842 1.790
H: -2.714 -1.754 -2.665
C: 1.953 -0.222 2.117
C: 0.961 -2.216 -0.525
C: 0.870 1.253 4.172
N: 1.668 -0.965 -0.229
H: 3.519 -0.619 0.730
H: 0.075 -4.571 0.663
H: 4.190 1.662 -1.945
H: 3.246 -0.585 -1.626
C: -3.314 -1.941 -3.549
H: -2.889 -2.758 -4.125
C: 3.315 2.084 -1.479
N: 0.823 0.465 1.923
C: -2.889 1.154 -2.400
H: 0.411 1.844 4.952
H: -3.181 -2.781 2.808
C: 1.088 3.097 -0.282
C: -1.942 -1.493 1.629
C: 2.048 0.543 4.392
H: -1.870 -4.812 2.175
H: 4.037 4.102 -1.561
C: -4.740 2.995 -2.628

Calculated values
Net charge: +3
E_HOMO (eV): -16.76
Kohn-Sham gap (Eh): 0.172

Population analysis type Mulliken, resulting atomic charges in e: 0.5789, 0.1007, -0.8578, 0.1792, 0.3592, 0.3673, 0.0952, 0.4471, 0.4623, -0.4038, 0.3459, 0.3213, 0.0476, 0.4731, 0.8194, 0.9506, 0.6054, 0.2724, -1.0228, 0.5557, 0.1268, -1.0933, -0.8323, 0.1287, 0.4594, -0.8378, -0.3635, 0.5448, -1.3554, 0.4731, -0.3922, -0.1282, 0.7925, -0.7831, -0.9373, 0.2081, 0.5617, 0.5334, 0.5152, 0.4820, -0.3703, 0.3597, -1.0842, 0.3901, 0.1014, 0.4672, 0.4778, -0.2854, -0.4570, -0.3156, 0.4706, 0.4659, -0.0198

***

Here is a cluster of 2 separate species, C2H7O2P in total at a distorted geometry from OMol25. Energies are from ωB97M-V/def2-TZVPD.

Geometry (Å):
H: 0.774 0.055 -0.261
C: -0.385 -2.026 0.054
H: -0.353 3.744 -0.448
H: -2.040 3.538 -0.844
H: -1.025 -1.420 -0.462
O: 1.740 -1.213 1.482
C: -1.097 3.018 -0.763
H: -0.226 -2.911 -0.533
H: 2.744 -1.178 1.554
H: -0.474 -2.247 1.163
O: -0.961 1.833 -0.836
P: 1.303 -1.194 -0.106

Calculated values
Net charge: 0
Relative energy (zero: lowest compared OMol25 entry of this formula, charge and spin) (kcal per mole): 47.6
E_HOMO (eV): -8.48
Kohn-Sham gap (Eh): 0.338
SMILES: C=O.CPO

Population analysis type Mulliken, resulting atomic charges in e: 0.0054, -0.7868, 0.2085, 0.2236, 0.2910, -0.5011, -0.0769, 0.2455, 0.3269, 0.2397, -0.3779, 0.2020

***

Here is a structure of composition C25H31Br2GdN5O4S3 at a distorted geometry from OMol25. Energies are from ωB97M-V/def2-TZVPD.

Geometry (Å):
H: -0.161 -3.530 0.556
C: -4.149 2.884 1.684
H: -4.467 -3.225 -0.660
C: 2.683 -1.901 -0.658
C: 4.874 -3.334 -1.236
S: -0.650 -1.889 -2.639
N: -2.641 0.704 0.722
C: 1.665 4.348 2.352
H: -4.668 -0.746 -0.731
C: -2.341 -3.787 0.296
H: -3.285 -3.212 -1.980
C: -3.693 -2.611 -1.156
H: 0.271 2.719 2.136
C: 0.565 -0.421 3.833
C: -4.575 1.584 1.854
O: -2.697 -2.477 -0.178
N: 1.819 -1.039 -0.268
H: -4.454 4.813 2.121
C: 0.408 -0.688 -3.203
H: 3.765 -4.337 0.269
N: 0.438 0.499 -2.589
H: 4.585 4.538 0.704
C: -1.064 -3.639 1.151
H: -0.990 -4.567 1.740
H: 1.009 0.258 3.124
C: 1.533 1.038 0.585
H: 3.717 1.315 -0.369
H: 1.363 2.348 -2.185
S: 4.445 -1.548 -0.829
C: 1.361 -0.918 -4.238
C: 3.232 2.875 0.531
Gd: -0.811 -0.865 -0.047
C: 2.879 4.849 1.899
N: -4.934 3.944 1.999
C: 2.334 1.276 -3.782
H: 3.103 2.027 -3.928
Br: 1.369 -2.168 3.524
H: 1.327 -1.800 -4.790
H: -1.286 2.113 0.095
C: 1.992 2.383 0.894
Br: -1.370 -0.481 3.497
H: -3.174 -4.274 0.785
H: 3.798 -5.225 -1.274
C: -2.238 1.985 0.613
H: -3.549 -0.719 -2.164
H: 5.070 -3.330 -2.322
C: -3.788 0.560 1.414
S: 2.195 -3.439 -1.224
C: 2.245 0.080 -4.548
H: 5.757 -3.501 -0.671
H: -2.071 -4.427 -0.546
C: 1.248 3.103 1.899
H: -4.107 -0.477 1.628
C: 3.733 -4.231 -0.777
H: 3.003 -0.058 -5.338
O: 4.095 2.189 -0.181
C: -4.278 -1.297 -1.576
H: -5.090 -1.460 -2.274
H: -2.390 4.034 0.864
O: 0.393 0.682 1.101
H: 0.743 -0.175 4.847
C: 1.394 1.446 -2.817
H: -5.445 1.374 2.445
C: -2.893 3.106 1.041
C: 3.607 4.159 0.959
H: 1.030 4.823 3.067
O: -0.443 0.733 -1.593
H: 3.286 5.808 2.273
H: -1.161 -2.780 1.844
H: -5.812 3.748 2.511
N: 2.340 0.234 -0.084

Calculated values
Net charge: +1
Relative energy (zero: lowest compared OMol25 entry of this formula, charge and spin) (kcal per mole): 10.3
E_HOMO (alpha / beta) (eV): -10.29 / -10.28
⟨S²⟩: 16.0485
Spin multiplicity: 8
Kohn-Sham gap (alpha / beta) (Eh): 0.300 / 0.189

Population analysis type Mulliken, resulting atomic charges in e: 0.1831, 0.8225, 0.3568, -0.4375, -0.6241, -0.4917, 0.5230, -0.9493, 0.2186, -0.3862, 0.3797, -0.4776, 0.3356, 0.2821, -0.8642, 0.1019, 0.5110, 0.2302, 0.9241, 0.3197, 0.2790, 0.4143, -1.0711, 0.4744, -0.5011, 0.9450, 0.5198, 0.4825, -0.1045, -1.0259, 0.6443, 0.5259, -0.3386, -0.4721, -0.8755, 0.4605, -0.1395, 0.6043, 0.5244, 0.2022, -0.0955, 0.4230, 0.3966, -0.4523, 0.2302, 0.3238, -0.7476, 0.0801, -0.3862, 0.4339, 0.4172, -0.6210, 0.6114, -0.7359, 0.3430, -0.6359, -1.0909, 0.4582, 0.4555, -0.2742, 0.5610, 0.0161, 0.3355, -1.0330, -0.7720, 0.4581, -0.4907, 0.3506, 0.1310, 0.2258, -0.4216

***

Here is the molecule C4H8N2 at a distorted geometry from OMol25. Energies are from ωB97M-V/def2-TZVPD.

Geometry (Å):
H: -1.233 -1.930 -0.173
H: -2.048 -0.664 0.760
H: 0.803 -1.442 -1.207
H: -0.453 -1.251 1.288
N: 2.728 0.099 0.821
C: 1.920 -0.158 0.034
H: 0.140 2.014 -0.323
C: -0.476 1.302 0.233
H: -0.074 1.239 1.258
N: -0.484 0.010 -0.441
C: -1.074 -1.014 0.406
C: 0.820 -0.380 -0.939
H: -1.495 1.697 0.283
H: 1.066 0.178 -1.850

Calculated values
Net charge: 0
Relative energy (zero: lowest compared OMol25 entry of this formula, charge and spin) (kcal per mole): 18.7
E_HOMO (eV): -9.32
Kohn-Sham gap (Eh): 0.374
SMILES: CN(C)CC#N

Population analysis type Mulliken, resulting atomic charges in e: 0.3117, 0.3109, 0.3170, 0.3555, -0.4180, 0.3826, 0.3221, -0.9809, 0.3648, -0.0747, -0.9347, -0.5747, 0.3133, 0.3049

***

Here is a structure of composition C4H7N3O2 at a distorted geometry from OMol25. Energies are from ωB97M-V/def2-TZVPD.

Geometry (Å):
H: 0.380 -2.567 -1.212
H: 1.427 2.209 1.955
C: 0.345 2.132 1.629
N: 1.067 0.270 -2.131
C: -0.954 -1.631 0.230
C: 0.534 -0.359 -0.897
H: 0.514 -0.695 -3.042
H: 0.219 3.206 1.510
H: -0.371 1.847 2.563
O: -0.809 -0.472 0.817
C: -0.028 0.412 0.062
N: -1.738 -2.449 0.890
H: -1.544 -3.428 0.500
H: 0.995 1.530 -2.407
O: 0.051 1.641 0.357
N: -0.088 -1.647 -0.824

Calculated values
Net charge: 0
Relative energy (zero: lowest compared OMol25 entry of this formula, charge and spin) (kcal per mole): 162.9
E_HOMO (eV): -7.42
Kohn-Sham gap (Eh): 0.274

Population analysis type Mulliken, resulting atomic charges in e: 0.2862, 0.3171, -0.6530, -0.6698, 0.4668, 0.3762, 0.2771, 0.2855, 0.2521, -0.3976, 0.2430, -0.6865, 0.2003, 0.2798, -0.3965, -0.1808

***

Here is a cluster of 2 separate species, CH3ClN2O in total at a distorted geometry from OMol25. Energies are from ωB97M-V/def2-TZVPD.

Geometry (Å):
Cl: 0.709 -0.876 -2.333
O: -1.291 2.136 2.401
N: -0.702 1.038 0.472
H: 1.477 -1.084 -0.221
C: -1.051 1.696 1.369
N: 1.097 -1.693 -0.810
H: 0.196 -2.043 -0.489
H: -0.435 0.826 -0.389

Calculated values
Net charge: 0
Relative energy (zero: lowest compared OMol25 entry of this formula, charge and spin) (kcal per mole): 14.2
E_HOMO (eV): -10.26
Kohn-Sham gap (Eh): 0.390
SMILES: N=C=O.NCl

Population analysis type Mulliken, resulting atomic charges in e: -0.1241, -0.4144, -0.1865, 0.2815, 0.3946, -0.4757, 0.3064, 0.2182

***

Here is a structure of composition HO5S2 at a distorted geometry from OMol25. Energies are from ωB97M-V/def2-TZVPD.

Geometry (Å):
O: -1.373 2.239 -0.977
O: 0.316 1.774 0.842
O: -2.422 2.157 1.202
O: 1.084 -0.495 0.041
H: -0.120 -0.227 0.015
S: 1.586 1.058 -0.135
O: -1.325 0.130 0.249
S: -1.339 1.594 0.336

Calculated values
Net charge: -1
Relative energy (zero: lowest compared OMol25 entry of this formula, charge and spin) (kcal per mole): 30.2
E_HOMO (eV): -4.23
Kohn-Sham gap (Eh): 0.283

Population analysis type Mulliken, resulting atomic charges in e: -0.5986, -0.4694, -0.6023, -0.5941, 0.4444, 0.1562, -0.5765, 1.2401

***

Here is a structure of composition C37H56BaClFN7O4PSi at a distorted geometry from OMol25. Energies are from ωB97M-V/def2-TZVPD.

Geometry (Å):
C: -2.293 -2.417 -0.545
C: -3.053 2.680 0.800
C: 3.269 1.925 -2.923
C: -2.024 -1.827 2.247
O: 1.081 1.894 2.290
C: -4.911 -1.728 -0.387
Si: 2.266 2.757 2.826
C: -4.585 -3.002 -0.823
H: -0.257 -4.546 -0.572
H: -3.726 -1.284 -3.815
C: 1.537 3.344 -1.954
C: -3.247 -3.361 -0.904
C: -3.552 2.785 3.274
H: 2.310 -3.808 2.620
H: -2.148 3.177 0.443
H: -2.439 -2.574 1.556
C: 3.750 3.004 1.648
H: 3.487 3.696 0.841
H: -2.950 -4.351 -1.226
C: -2.083 1.651 4.777
H: 5.134 -3.075 -0.858
H: -4.604 0.390 -2.290
H: -0.922 -4.045 0.976
H: 0.767 -1.867 -2.643
H: 2.984 -5.717 0.546
C: -1.621 -1.407 -4.253
H: -4.473 2.763 -1.335
H: 0.925 4.554 3.993
C: -4.169 0.563 0.421
H: -3.896 3.399 0.778
Cl: -3.550 -1.198 3.065
O: 1.678 1.013 -1.453
H: -0.272 -5.697 0.783
C: -3.857 1.134 -2.565
O: 2.258 -1.662 0.841
H: 1.596 5.381 -2.629
H: -4.409 3.419 3.081
H: 0.519 -1.215 -4.463
C: 2.118 2.024 -2.057
C: 0.408 3.545 -1.048
C: 1.788 4.555 3.319
H: 3.515 5.087 -4.126
N: -1.769 1.465 2.427
H: -1.685 -2.371 -4.746
H: 4.001 2.049 1.177
H: -0.559 0.506 3.759
H: 2.254 2.112 5.256
H: -2.728 2.718 -1.713
H: -5.945 -1.426 -0.270
C: 2.995 2.041 4.453
H: -5.235 0.826 0.271
H: 2.460 -1.897 -3.203
H: -3.983 0.494 1.496
H: 2.321 -4.402 -3.100
H: 4.507 -1.879 0.302
H: -1.550 -2.394 3.064
H: 4.668 -5.439 1.035
N: 3.608 -3.739 0.471
F: 0.044 -2.172 -0.218
C: -3.581 2.104 -1.417
C: -3.884 -0.834 -0.084
H: 2.609 5.076 3.824
C: -2.758 -0.803 -3.742
H: 4.238 -5.411 -0.687
C: 0.230 4.938 -0.443
H: -1.766 1.378 5.774
H: -0.403 5.547 -1.096
H: -1.233 -2.655 -0.545
C: 1.313 -4.158 2.361
H: 3.218 0.979 4.308
Ba: 0.027 -0.115 0.677
H: 3.910 2.537 4.793
H: 1.162 -5.155 2.791
C: 3.142 4.252 -3.544
H: 3.730 0.946 -3.001
H: 1.185 5.442 -0.304
H: 0.576 -3.472 2.798
C: -1.416 1.161 3.664
C: 1.815 -1.894 -2.315
N: -2.603 -1.185 -0.165
H: 2.007 -0.992 -1.747
C: -2.797 2.270 2.222
H: -4.287 1.734 -3.376
C: -0.138 -4.643 0.503
C: 3.882 -5.142 0.326
C: 1.739 -4.294 -2.177
H: 1.514 5.140 2.436
H: -5.364 -3.709 -1.085
H: 5.586 -3.178 0.860
H: 4.651 3.386 2.137
C: -0.387 0.492 -3.522
C: 2.069 4.406 -2.693
N: -1.482 1.086 -3.062
H: 0.536 1.048 -3.407
H: -3.755 2.855 5.411
C: -2.637 0.438 -3.121
N: 1.194 -4.234 0.907
N: 2.120 -3.067 -1.523
O: -0.395 2.680 -0.747
H: 0.673 -4.309 -2.456
H: -0.260 4.828 0.523
P: 2.060 -2.964 0.166
N: -3.262 1.560 -0.104
H: 1.937 -5.151 -1.533
H: 4.604 2.863 -4.295
C: 3.747 2.989 -3.639
C: -0.401 -0.764 -4.114
C: -3.183 2.470 4.574
C: 4.766 -2.928 0.173

Calculated values
Net charge: -2
Relative energy (zero: lowest compared OMol25 entry of this formula, charge and spin) (kcal per mole): 38.0
E_HOMO (eV): -1.11
Kohn-Sham gap (Eh): 0.188

Atomic partial charges in e from the Mulliken method, atoms 1 to 99: -0.3975, 0.0523, -0.6978, -0.0250, -0.4379, -0.9441, 0.4727, -1.0660, 0.1373, 0.3152, 0.4346, -0.7326, -0.9868, 0.3707, -0.5498, -0.0921, -0.9684, 0.1783, 0.4861, -1.0927, 0.3010, 0.1183, 0.1502, -0.2945, 0.3544, -0.5054, 0.3954, 0.2638, -0.8384, 0.3078, -0.3960, 0.8691, 0.3429, -1.0505, -1.2677, 0.3578, 0.4665, 0.5482, -0.9021, 0.7540, -1.1404, 0.3349, 1.8124, 0.3662, 0.1697, 0.3140, 0.2527, 0.1112, 0.4072, -1.2532, -0.1128, 0.5720, -0.0517, 0.3099, 0.2216, 0.2994, 0.3481, 0.2624, -0.5870, -1.0287, -0.1294, 0.3615, -0.5167, 0.2767, -2.0654, 0.4600, 0.3887, -0.2088, -0.7857, 0.2537, -0.6879, 0.3469, 0.3388, -0.8185, 0.3059, 0.5106, -0.0537, -0.4926, -0.0318, 3.2473, -0.3229, -0.2676, 0.6011, -0.8886, -1.2406, -1.0096, 0.2161, 0.3507, 0.3891, 0.4031, -0.2821, -0.4181, -0.1286, 0.4479, 0.3655, 0.5325, 0.4607, 0.6193, 0.5004